# 1
{"formula": "C6H31NO10", "method": "wB97M-V/def2-TZVPD", "elements": ["C", "C", "O", "N", "C", "C", "C", "C", "H", "H", "H", "H", "H", "H", "H", "H", "H", "H", "H", "H", "H", "O", "H", "H", "O", "H", "H", "O", "H", "H", "O", "H", "H", "O", "H", "H", "O", "H", "H", "O", "H", "H", "O", "H", "H", "O", "H", "H"], "positions_angstrom": [[0.73858, -0.51784, -2.61349], [-0.00457, 0.52033, -1.80965], [-0.97175, 0.23666, -1.11967], [0.64351, 1.70117, -1.67254], [0.16646, 2.68878, -0.72342], [0.65829, 2.27849, 0.69079], [-0.21473, 2.98726, 1.73443], [2.10487, 2.72633, 0.84742], [0.72242, -0.50428, -3.70202], [0.14232, -1.41926, -2.44390], [1.73088, -0.68462, -2.20671], [1.17011, 2.00372, -2.47790], [0.50471, 3.70191, -0.87742], [-0.92612, 2.72043, -0.69426], [0.47200, 1.21654, 0.83918], [-0.15551, 4.06741, 1.74012], [0.01455, 2.66552, 2.74470], [-1.24422, 2.66391, 1.54351], [2.70078, 1.98667, 1.39052], [2.24480, 3.72128, 1.26714], [2.70373, 2.71114, -0.07620], [1.04030, -2.13060, 2.80356], [0.22445, -2.62783, 3.00224], [0.60786, -1.85290, 1.95727], [-2.01180, -2.24548, 2.38579], [-2.58945, -1.46220, 2.37112], [-2.52215, -2.82375, 2.93031], [2.87659, -0.23151, 1.96374], [2.25596, -0.87009, 1.65232], [2.52939, 0.50327, 2.46410], [-2.62312, -1.62539, -2.94082], [-2.05744, -1.41995, -2.18198], [-2.37954, -0.93669, -3.58059], [-3.19283, -0.73731, 0.50941], [-4.00929, -0.24348, 0.57558], [-2.72506, -0.24659, -0.18346], [-1.35448, 1.06806, -4.25739], [-1.67343, 1.82738, -3.77229], [-0.40134, 1.16737, -4.13834], [0.48969, 0.36968, 4.07350], [1.22002, -0.02984, 4.56321], [0.08764, -0.44094, 3.73193], [2.69245, -2.98636, -1.32797], [2.28963, -3.72822, -1.79710], [2.06460, -2.88042, -0.60332], [-0.22219, -1.96575, 0.34965], [-0.41793, -1.09167, -0.01556], [-1.03984, -2.22687, 0.83035]], "forces_ev_per_angstrom": [[-1.14, -1.27, 0.00], [1.62, 0.21, 0.04], [-0.71, 0.04, 0.25], [-0.56, 0.79, -0.92], [-0.53, -0.69, 1.54], [-0.37, 1.73, 0.03], [-0.50, -0.85, -0.01], [1.40, -1.14, -0.34], [0.30, 0.77, -0.04], [0.36, -0.16, 0.18], [0.14, 0.10, -0.14], [0.39, -0.09, 0.28], [0.37, 0.12, -0.68], [0.00, -0.14, -0.31], [0.46, -0.14, -0.15], [0.06, 0.33, -0.37], [0.22, -0.19, 0.13], [-0.09, 0.32, 0.17], [-0.25, 0.46, 0.44], [-0.31, -0.03, 0.18], [-0.56, 0.13, -0.27], [-1.86, -0.38, -0.57], [0.59, -0.39, 0.92], [0.98, 0.29, -0.25], [-0.10, 0.77, 0.35], [0.49, 0.00, -0.63], [-0.31, -1.08, 0.56], [2.18, 0.51, -0.38], [-0.91, -0.11, 0.37], [-0.98, -0.45, 0.12], [0.29, 0.29, -0.09], [-0.21, -0.05, -0.08], [-0.10, -0.16, 0.16], [0.03, 0.46, -0.24], [-0.46, 0.01, 0.10], [0.29, -0.19, 0.07], [0.42, 0.03, -0.06], [-0.56, 0.30, 0.15], [-0.12, -0.24, -0.35], [0.00, -0.17, 0.27], [0.10, 0.27, 0.00], [0.02, 0.12, -0.28], [-0.42, -0.28, -0.03], [0.27, 0.06, -0.16], [0.04, 0.24, 0.23], [-0.15, -0.26, 0.33], [-0.21, -0.04, -0.15], [0.40, 0.13, -0.35]], "smiles": "CC(=O)NCC(C)C.O.O.O.O.O.O.O.O.O", "max_force_ev_per_a": 2.27, "homo_energy_ev": -10.49, "e_lumo_ha": 0.0031, "relative_energy_kj_mol": 91.2}

***

# 2
{"formula": "C6H32AsF6O10", "method": "wB97M-V/def2-TZVPD", "elements": ["As", "F", "F", "F", "F", "F", "F", "O", "H", "H", "O", "H", "H", "O", "H", "H", "O", "H", "H", "O", "H", "H", "O", "H", "H", "O", "H", "H", "O", "H", "H", "C", "C", "C", "O", "H", "H", "H", "H", "H", "H", "H", "H", "C", "C", "C", "O", "H", "H", "H", "H", "H", "H", "H", "H"], "positions_angstrom": [[-0.61047, -1.01990, 1.50306], [-2.20941, -0.94736, 2.17604], [-0.81857, -2.87983, 1.43271], [1.00549, -1.11756, 0.74062], [-0.38228, 0.77411, 1.67597], [0.19885, -1.25410, 3.09555], [-1.25589, -0.75825, -0.10953], [2.88509, -2.97691, -0.08070], [2.59594, -3.67503, 0.50688], [2.36590, -2.21538, 0.17765], [-3.85759, -2.50777, 0.88377], [-3.58213, -3.32801, 1.29310], [-3.45796, -1.82476, 1.42231], [-3.78044, 0.46227, -0.76975], [-3.40633, -0.28393, -0.30128], [-3.05842, 0.79898, -1.30037], [-1.59969, -4.04060, -1.38511], [-0.85958, -3.70947, -0.87639], [-2.25315, -4.28222, -0.72872], [1.34475, -4.34140, 1.80881], [0.69986, -3.63632, 1.86548], [0.87745, -5.11911, 2.11381], [-2.75930, -1.52526, 5.12092], [-1.90354, -1.70971, 5.50805], [-2.57872, -0.88332, 4.43424], [2.34299, -1.75336, 4.78504], [1.72880, -1.42997, 4.12594], [2.89477, -2.37723, 4.31328], [-1.96518, 2.68587, 1.76295], [-1.34590, 1.95625, 1.74363], [-2.81788, 2.28119, 1.60369], [-0.44199, 2.52082, -1.50718], [-1.21857, 3.84795, -1.41745], [-2.66576, 3.66125, -1.74369], [-1.13045, 4.34294, -0.14178], [-0.28628, 2.15179, -2.52093], [-0.89808, 1.77837, -0.85231], [0.56652, 2.64322, -1.11217], [-0.83661, 4.58710, -2.12163], [-3.16317, 4.63107, -1.73302], [-3.18344, 2.96217, -1.08688], [-2.76256, 3.50278, -2.81776], [-1.34940, 3.71419, 0.54985], [2.94223, 0.40621, -1.72763], [3.40925, 0.81253, -3.10413], [4.52777, 1.88733, -3.05980], [3.74667, -0.37072, -3.76667], [1.95081, -0.02837, -1.85544], [2.90629, 1.24974, -1.03823], [3.62381, -0.28482, -1.23165], [2.47625, 1.18814, -3.52427], [4.72880, 2.24277, -4.07042], [5.43010, 1.42749, -2.65676], [4.13976, 2.73963, -2.50200], [3.05058, -0.97553, -3.49974]], "forces_ev_per_angstrom": [[2.04, -0.46, -0.66], [0.77, 0.61, 0.43], [0.13, 2.63, -0.15], [-1.52, 0.02, 0.87], [0.28, -2.45, 0.02], [-1.34, 0.30, -1.51], [0.24, -0.47, 1.23], [0.63, 0.09, -0.56], [-0.24, -0.27, 0.26], [-0.12, 0.11, 0.05], [-0.58, -0.23, -0.50], [0.09, -0.11, 0.16], [0.00, -0.07, 0.16], [-0.43, 0.35, 0.14], [0.11, -0.38, -0.04], [0.24, 0.02, -0.15], [0.00, -0.26, -0.40], [0.21, 0.17, 0.20], [-0.18, 0.14, 0.14], [0.63, -0.46, 0.22], [-0.35, 0.24, -0.05], [-0.04, -0.18, 0.03], [-0.29, -0.12, 0.20], [0.26, -0.05, 0.06], [0.06, 0.13, -0.25], [0.24, 0.01, 0.46], [-0.20, 0.08, -0.22], [0.10, -0.16, -0.14], [-0.59, 0.75, 0.30], [0.20, -0.28, 0.12], [-0.33, -0.03, -0.14], [0.53, 0.46, -0.03], [-0.08, -1.47, -0.14], [-0.66, 0.87, -1.33], [1.12, 2.14, 0.72], [-0.45, -0.16, -0.09], [-0.22, -0.18, -0.24], [0.08, 0.26, 0.11], [0.41, 0.10, 0.10], [-0.09, 0.19, 0.82], [-0.01, -0.08, -0.30], [-0.16, -1.14, -0.13], [-0.44, -0.61, 0.20], [0.28, 0.38, 0.94], [-0.35, 0.85, 1.26], [-1.01, -1.11, -0.95], [0.70, -0.22, -0.94], [-0.03, -0.17, 0.52], [-0.47, 0.18, -0.09], [0.02, -0.34, -0.26], [0.21, 0.75, -0.71], [0.18, -0.05, -0.06], [0.00, 0.31, 0.24], [0.32, -0.13, 0.26], [0.14, -0.47, -0.17]], "max_force_ev_per_a": 2.63, "homo_energy_ev": -7.29, "e_lumo_ha": 0.0653, "total_charge": -1}

***

# 3
{"formula": "C6H32N2O9", "method": "wB97M-V/def2-TZVPD", "elements": ["C", "C", "C", "C", "C", "N", "N", "C", "H", "H", "H", "H", "H", "H", "H", "H", "H", "H", "H", "H", "H", "H", "O", "H", "H", "O", "H", "H", "O", "H", "H", "O", "H", "H", "O", "H", "H", "O", "H", "H", "O", "H", "H", "O", "H", "H", "O", "H", "H"], "positions_angstrom": [[-3.78141, -0.15309, -1.01348], [-2.53697, -0.38091, -0.61750], [-1.73702, 0.47610, 0.35865], [-0.32603, 0.81368, -0.27526], [0.62830, -0.27481, 0.08144], [1.80027, -0.18529, -0.82971], [0.24188, 2.08988, 0.04873], [-0.19255, 3.26507, -0.77823], [-4.24939, -0.79612, -1.76062], [-4.41377, 0.59487, -0.53160], [-2.01718, -1.26264, -0.97312], [-1.63965, -0.24765, 1.16398], [-2.31497, 1.29594, 0.77895], [-0.48470, 0.82646, -1.40941], [0.21617, -1.23778, -0.23378], [0.80839, -0.39123, 1.17296], [2.53326, 0.52741, -0.68184], [2.34087, -1.03169, -0.66353], [1.25971, 2.17738, 0.07289], [-0.90454, 3.73872, -0.11600], [0.67979, 3.88271, -1.00874], [-0.61813, 2.94497, -1.74575], [0.21623, -3.67728, -1.37738], [0.18616, -4.44650, -0.80245], [0.00286, -2.93603, -0.79030], [-1.64042, -2.90501, 3.03976], [-1.42779, -2.27955, 3.74783], [-2.53417, -2.55708, 2.85492], [-1.51050, -0.37220, 3.53451], [-1.91527, 0.06601, 4.29289], [-0.96289, 0.38785, 3.22603], [0.35515, -3.20005, 1.60667], [0.11060, -2.48296, 2.20456], [0.08866, -3.90362, 2.21055], [2.37145, -2.42739, -3.07898], [1.88641, -3.19024, -2.77013], [2.17750, -1.72311, -2.44852], [2.15392, 2.60703, -1.97675], [2.89402, 3.15916, -2.25761], [1.80167, 2.31073, -2.83929], [1.00288, 0.18002, -4.08879], [0.36471, -0.44450, -4.45445], [1.07751, -0.19208, -3.18440], [-0.60607, 2.02268, 2.82190], [-1.37075, 2.48802, 2.47372], [0.02847, 1.99126, 2.10683], [3.18373, 1.46415, 1.39270], [3.07071, 1.13366, 2.28255], [3.70288, 2.25506, 1.23460]], "forces_ev_per_angstrom": [[-0.30, -0.40, 0.11], [-0.02, 1.03, 0.17], [0.03, -1.23, -0.65], [-1.23, 0.27, -1.18], [0.99, -0.67, -1.11], [1.10, -0.73, 0.34], [0.62, 1.85, 0.37], [-0.08, -1.17, 0.95], [0.01, 0.10, 0.32], [0.30, 0.13, -0.40], [0.14, 0.05, -0.33], [0.59, 0.27, 0.59], [0.04, 0.29, -0.42], [0.18, -0.49, 1.16], [-0.38, 0.24, 0.37], [0.19, 0.51, -0.47], [-1.22, 0.02, 0.31], [-0.05, -0.14, -0.03], [-0.52, -1.13, -0.14], [-0.49, 0.82, -0.63], [-0.51, 0.02, 0.35], [-0.10, 0.13, 0.42], [-0.10, 0.26, -0.19], [0.02, 0.06, 0.15], [0.12, -0.51, 0.01], [-1.58, 0.15, 0.89], [0.37, -0.01, -0.07], [0.50, -0.49, -0.35], [0.17, 0.78, 0.64], [-0.20, -0.28, 0.14], [-0.21, -0.21, -0.24], [0.84, -0.09, 0.26], [-0.12, 0.36, -0.58], [-0.05, -0.41, -0.47], [0.40, 0.33, -0.28], [-0.39, -0.25, 0.35], [-0.03, -0.13, -0.05], [0.65, 0.07, -1.15], [0.05, -0.01, 0.16], [-0.04, -0.23, 0.55], [-0.39, -0.37, 0.89], [0.10, 0.16, -0.40], [0.34, 0.55, -0.33], [-0.19, 0.03, 1.24], [0.09, 0.01, -0.17], [0.30, 0.34, -1.16], [-0.61, -0.55, -1.34], [0.57, 0.73, 0.34], [0.11, -0.08, 1.04]], "smiles": "C=CC[C@H](CN)NC.O.O.O.O.O.O.O.O.O", "max_force_ev_per_a": 1.99, "homo_energy_ev": -8.78, "e_lumo_ha": 0.0057, "relative_energy_kj_mol": 256.2}

***

# 4
{"formula": "C6H33N2O9", "method": "wB97M-V/def2-TZVPD", "elements": ["N", "C", "C", "N", "C", "C", "C", "C", "H", "H", "H", "H", "H", "H", "H", "H", "H", "H", "H", "H", "H", "H", "H", "H", "H", "O", "H", "H", "O", "H", "H", "O", "H", "H", "O", "H", "H", "O", "H", "H", "O", "H", "H", "O", "H", "H", "O", "H", "H", "O"], "positions_angstrom": [[-1.11711, 0.80512, -1.28199], [-0.94778, 1.78040, -0.17006], [-0.11089, 1.08189, 0.93579], [1.03700, 0.39072, 0.34753], [2.08985, 1.32692, -0.08276], [3.26003, 1.40015, 0.91403], [2.98315, 0.21317, 1.84193], [1.67597, -0.44492, 1.43447], [-1.60981, -0.04390, -0.92174], [-1.71059, 1.23266, -1.98428], [-0.22145, 0.68219, -1.76510], [-1.89440, 1.95661, 0.33264], [-0.40224, 2.63718, -0.54604], [0.12649, 1.86005, 1.69169], [-0.70986, 0.32749, 1.43735], [1.69214, 2.34292, -0.27112], [2.37097, 1.17615, -1.13855], [4.17275, 1.32587, 0.33386], [3.16591, 2.30477, 1.49739], [3.00471, 0.53366, 2.89262], [3.80452, -0.51901, 1.87679], [1.04515, -0.64360, 2.30216], [1.91313, -1.41662, 0.97461], [4.75650, -1.44265, -2.02490], [3.54783, -1.08623, -1.13158], [3.80539, -1.36344, -2.01839], [-0.52440, 3.18039, -3.24923], [0.73405, 2.98328, -4.03861], [0.29780, 2.67619, -3.22842], [-4.99796, -3.02025, 0.85170], [-3.66614, -3.95042, 0.96692], [-4.10024, -3.20015, 0.57458], [-3.22890, 2.18018, 3.40473], [-2.33894, 1.61076, 4.47292], [-2.93180, 1.35321, 3.77494], [-0.48182, 0.92753, -4.47558], [0.02237, -0.44872, -4.14426], [-0.70527, 0.14741, -3.94327], [-0.46846, -2.98235, 0.52524], [0.43225, -4.13032, 0.07265], [-0.15760, -3.44984, -0.24557], [-2.93436, -1.74324, -0.26721], [-2.90225, -0.97747, 1.06729], [-2.79836, -0.85318, 0.08269], [0.46402, -1.42031, -1.98343], [1.94981, -1.60020, -2.24146], [1.18232, -1.08271, -2.55580], [-3.59336, -0.90005, 3.04584], [-2.26320, -0.53657, 3.31160], [-2.71696, -1.18069, 2.74541]], "forces_ev_per_angstrom": [[-0.37, 1.22, -0.02], [0.81, -1.54, 1.43], [-0.01, 0.58, -0.63], [0.40, 0.26, 1.94], [-0.42, 1.54, -1.61], [-1.23, -0.83, -0.44], [1.37, -0.25, 1.24], [0.38, -0.62, -1.28], [0.29, 0.01, 0.06], [-0.20, -0.28, -0.28], [-0.02, -0.68, 0.04], [-0.26, 0.55, -0.63], [-0.40, 0.30, -0.06], [0.18, -0.23, -0.20], [-0.27, -0.01, -0.09], [-0.30, -0.22, 0.72], [0.41, -1.00, 0.43], [0.36, 0.23, 0.42], [0.48, 0.35, -0.12], [-0.47, 0.18, -0.24], [-0.21, 0.10, -0.50], [-0.31, 0.20, -0.29], [-0.21, 0.09, 0.20], [0.38, -0.10, 0.07], [0.33, 0.09, -0.01], [-0.42, 0.04, 0.17], [0.00, 0.10, 0.10], [0.20, -0.14, 0.33], [-0.14, 0.47, -0.37], [-0.01, -0.66, 0.41], [-0.56, -0.46, 0.53], [0.53, 0.88, -0.98], [-0.27, 0.37, -0.25], [0.33, 0.19, 0.61], [0.00, -0.34, -0.15], [-0.24, -0.27, 0.35], [0.17, -0.36, 0.31], [-0.26, 0.45, -0.75], [-0.12, 0.17, 0.45], [0.20, -0.27, 0.15], [-0.11, 0.26, -0.61], [-0.36, -0.06, 0.09], [0.39, 0.15, -0.83], [0.25, 0.07, 0.28], [0.42, 0.06, -0.44], [-0.24, 0.36, -0.62], [-0.30, -0.73, 0.94], [-0.42, -0.53, -0.33], [0.59, -0.10, -0.45], [-0.34, 0.42, 0.89]], "max_force_ev_per_a": 2.27, "homo_energy_ev": -11.88, "e_lumo_ha": -0.0863, "relative_energy_kj_mol": 190.5, "total_charge": 1}

***

What is the formula in the fourth record? C6H33N2O9